No. 1
A cluster of 6 separate species, C5H25BClNO8 in total in a non-equilibrium geometry, computed with ωB97M-V/def2-TZVPD.

For the energy relative to the best compared isomer or geometry (same formula, charge and spin), the calculation gives 0.0 kJ/mol. Its HOMO-LUMO gap is 7.930 eV. As for the charge: 0. The calculation puts the HOMO energy at -8.8828 eV.

```
41
Properties=species:S:1:pos:R:3:forces:R:3
O 1.8002 -1.0370 4.3513 0.8 0.2 -0.4
H 1.6656 -1.9749 4.5822 0.0 0.3 0.2
H 0.9216 -0.6366 3.9241 -1.2 -0.1 0.1
H 2.1157 -0.4536 5.0632 -0.1 -0.5 0.1
O -0.4546 0.6351 0.8368 0.2 0.1 1.0
H -0.5268 -0.2155 0.3260 -0.2 -0.1 -0.4
H -1.2267 1.2282 0.6525 -0.3 -0.6 -0.2
H -0.5263 0.4068 1.8371 -0.1 0.0 -0.5
Cl -0.9435 -3.3817 0.2290 1.0 -1.4 -0.4
O -1.9876 -3.1060 -0.6886 -1.2 0.3 -0.9
O -1.3207 -4.4114 1.1449 -0.2 0.1 0.4
O 0.2341 -3.7974 -0.4897 0.2 0.1 -0.2
O -0.6303 -2.1669 0.9324 0.3 1.5 1.0
B -0.8209 -0.0657 3.7844 -0.5 0.5 -0.3
H -1.6380 -0.1732 2.9659 -0.9 -0.3 -0.8
H -1.2728 0.5057 4.6842 -0.2 0.4 1.1
H -0.4769 -1.1544 3.9879 0.5 -1.3 0.3
H -0.0257 0.6389 3.2894 1.6 0.7 -0.3
C -3.4660 2.9570 1.0716 -0.3 0.2 -0.2
O -3.0025 1.6198 0.8400 0.2 0.8 -0.1
H -2.6732 3.6308 1.3936 0.2 -0.4 0.4
H -3.8503 3.4379 0.1678 -0.2 -0.4 -0.1
H -4.2586 2.8984 1.8141 0.1 0.4 0.1
H -3.7527 1.0574 1.0460 0.3 -0.4 -0.1
C 1.2463 -1.2011 -3.4389 -1.4 0.2 -0.2
C 0.9654 -0.2114 -2.3068 -0.2 0.8 -0.2
C 1.1925 1.2451 -2.7518 1.4 -0.5 -0.4
O 2.3172 1.3472 -3.6367 -0.5 -0.1 -0.1
C 3.5487 1.3101 -2.9963 1.3 0.5 0.0
N -0.4410 -0.3007 -1.8238 0.9 -1.0 0.0
H 2.2559 -1.2722 -3.8274 0.2 0.0 0.3
H 0.5988 -0.8958 -4.2716 0.2 0.0 -0.1
H 0.8337 -2.1705 -3.1477 0.5 -0.2 0.1
H 1.5876 -0.4431 -1.4397 0.1 0.0 0.0
H 1.4195 1.8939 -1.9001 -0.5 0.1 0.1
H 0.3638 1.6076 -3.3580 -0.2 0.0 0.2
H 3.8287 0.3858 -2.4736 -0.6 -0.1 0.1
H 3.6794 2.1680 -2.3194 -0.2 -0.2 0.2
H 4.3419 1.4280 -3.7424 -0.3 0.0 -0.2
H -1.0898 -0.0135 -2.5513 0.1 0.0 -0.1
H -0.5319 -1.3189 -1.7609 -0.8 0.2 0.3
```
Positions in Å, forces in eV/Å.

***

No. 2
The molecule C16H26BCl3O3Si in a non-equilibrium geometry, computed with ωB97M-V/def2-TZVPD.

For the energy relative to the best compared isomer or geometry (same formula, charge and spin), the calculation gives 0.0 kJ/mol. Its HOMO-LUMO gap is 8.558 eV. As for the charge: 0. The calculation puts the HOMO energy at -9.0779 eV.

```
50
Properties=species:S:1:pos:R:3:forces:R:3
Cl -1.2051 4.3230 -2.5813 0.0 -0.4 -0.1
B -1.1361 2.9594 -1.3176 0.1 1.0 0.4
Cl -0.1836 3.8279 0.2037 -0.2 -0.1 -0.2
Cl -2.8711 2.5276 -0.7486 0.0 0.1 -0.4
O -0.4635 1.7800 -1.7148 0.6 -0.5 0.3
C 0.9213 1.5739 -1.4894 0.0 1.5 -1.6
C 1.5932 1.0276 -2.7532 0.4 -0.5 0.0
C 2.8575 0.4145 -2.6645 -0.2 -0.1 -0.2
C 3.4659 -0.1473 -3.7921 -0.1 0.5 0.1
C 2.8579 -0.0157 -5.0420 -0.3 0.1 0.1
C 1.6241 0.6372 -5.1533 0.2 0.2 0.4
C 0.9983 1.1609 -4.0130 0.0 -0.2 0.2
H 1.4006 2.5474 -1.2715 -0.2 -0.4 -0.1
H 3.3831 0.3728 -1.7043 -0.2 -0.1 -0.4
H 4.4324 -0.6437 -3.6901 -0.3 0.2 -0.1
H 3.3533 -0.3939 -5.9315 -0.1 0.0 0.1
H 1.1482 0.7779 -6.1260 0.2 -0.1 0.3
H 0.0324 1.6687 -4.0659 0.3 -0.2 -0.1
C -3.3313 1.5946 4.8114 0.1 0.1 -0.2
C -2.8090 1.8577 3.4074 0.1 0.0 -0.4
C -1.8618 0.7595 2.9179 0.3 -0.4 0.7
C -1.1655 1.2087 1.6557 -0.5 0.6 -0.1
O -1.0405 0.0748 0.7182 1.5 -0.8 -0.6
C -0.0099 -0.1757 -0.0217 -0.8 -1.4 0.7
C 1.1220 0.7452 -0.2353 0.0 -0.1 0.9
O 0.0722 -1.3929 -0.5212 -0.4 1.4 1.0
Si 0.3118 -2.8634 0.4245 -0.4 0.2 -0.3
C -0.5953 -4.2298 -0.4189 0.0 -0.2 -0.2
C 2.1353 -3.0912 0.4211 0.1 -0.1 0.0
C -0.3170 -2.6920 2.1607 0.0 0.1 0.2
H -4.1640 2.2588 5.0356 0.0 0.0 0.1
H -3.6695 0.5614 4.8971 -0.1 0.0 0.1
H -2.5496 1.7704 5.5547 -0.1 -0.1 0.0
H -3.6283 1.9254 2.6800 0.1 0.1 0.2
H -2.2796 2.8187 3.3636 -0.1 -0.1 0.0
H -1.0803 0.5932 3.6718 -0.2 -0.2 0.1
H -2.4131 -0.1903 2.8230 0.2 0.3 -0.3
H -1.7874 1.9420 1.1377 0.3 -0.3 0.0
H -0.2027 1.6832 1.8747 -0.2 -0.4 -0.3
H 2.0409 0.1357 -0.2771 -0.4 0.4 0.1
H 1.1153 1.4782 0.5924 0.3 -0.5 -0.3
H -0.2384 -5.1684 0.0345 -0.1 0.2 -0.2
H -1.6784 -4.1674 -0.2582 0.2 0.0 -0.1
H -0.3956 -4.2774 -1.4957 -0.1 0.0 0.2
H 2.3197 -4.0823 0.8467 0.2 0.1 0.0
H 2.5642 -3.0567 -0.5820 0.0 0.0 0.0
H 2.6308 -2.3478 1.0480 0.1 0.0 0.0
H -0.0248 -3.6202 2.6867 -0.1 0.3 -0.2
H 0.1327 -1.8469 2.6992 -0.1 -0.2 -0.1
H -1.4115 -2.6031 2.2028 0.3 0.0 0.0
```
Positions in Å, forces in eV/Å.

***

No. 3
A structure of composition C42H30Cl5CsGeOSi in a non-equilibrium geometry, computed with ωB97M-V/def2-TZVPD.

For the energy relative to the best compared isomer or geometry (same formula, charge and spin), the calculation gives 15.8 kJ/mol. Its HOMO-LUMO gap (spin up / spin down) is 6.715 / 4.513 eV. Its spin multiplicity is 2. As for the charge: -1. The calculation puts the HOMO energy (spin up / spin down) at -4.8444 / -4.8337 eV.

```
81
Properties=species:S:1:pos:R:3:forces:R:3
Cs -0.9785 1.5787 -0.9079 0.2 -0.3 0.8
Cl -3.0062 -1.3610 -2.9362 -0.2 0.3 -0.2
C -3.6823 0.2216 -3.3754 -0.7 2.3 -0.2
C -3.1932 1.4028 -2.8757 2.2 -1.1 1.5
C -3.5225 2.6793 -3.1058 -1.6 -1.6 -1.3
Cl -2.6703 4.1365 -2.4261 -0.2 -0.4 -0.2
C -4.6192 2.8129 -3.9671 0.2 0.0 0.3
Cl -5.1044 4.4018 -4.3992 -0.7 0.6 -0.4
C -5.2760 1.6682 -4.4873 1.4 0.3 0.6
Cl -6.6386 1.8879 -5.4687 -0.7 0.0 -0.6
C -4.7565 0.3753 -4.2494 0.3 -0.4 0.1
Cl -5.3312 -1.0214 -5.1137 -0.5 0.2 -0.1
O -1.1663 0.0541 1.5471 0.1 0.2 -0.3
Si -1.6626 -0.4621 2.9455 0.1 0.1 0.5
C -2.7114 -2.0217 2.8292 0.8 0.8 -0.1
C -2.6834 -2.6664 1.6050 -0.9 -0.3 -0.4
C -3.4984 -3.7812 1.4229 0.3 -0.7 0.0
C -4.2325 -4.3257 2.4919 -0.8 -0.1 -0.3
C -4.2857 -3.6387 3.7062 0.9 0.0 -0.2
C -3.4858 -2.5028 3.8635 -0.7 -0.6 0.0
C -0.3070 -0.8508 4.2112 -1.0 0.6 -0.7
C -0.6264 -0.9365 5.5521 -0.2 -0.5 0.3
C 0.3409 -1.2210 6.5057 -0.3 0.5 0.0
C 1.6634 -1.3588 6.1190 0.5 -0.3 -0.5
C 1.9804 -1.2685 4.7432 0.5 -0.2 1.1
C 1.0021 -0.9732 3.8188 0.7 -0.4 0.5
C -2.7182 0.7633 3.9502 -0.1 -0.5 0.0
C -4.0981 0.7801 3.7719 0.1 0.9 0.2
C -4.8648 1.8648 4.1823 0.1 0.3 0.6
C -4.2720 2.9191 4.8978 0.9 -1.2 -1.0
C -2.8722 2.8916 5.0914 -1.5 -0.7 0.3
C -2.1424 1.7830 4.7104 0.2 0.3 -0.8
H -2.1247 -2.2169 0.7757 -0.1 -0.3 0.3
H -3.5032 -4.2573 0.4400 -0.1 0.0 0.3
H -4.8610 -5.2416 2.3688 0.7 0.9 -0.1
H -4.8585 -4.0036 4.5496 -0.1 -0.1 -0.1
H -3.5096 -1.9715 4.7994 0.0 0.1 0.3
H -1.6679 -0.8205 5.8621 0.3 0.0 0.0
H 0.0018 -1.2610 7.5308 0.4 -0.1 0.3
H 2.4393 -1.5498 6.8719 -0.3 0.0 -0.4
H 2.9902 -1.4718 4.3835 -0.1 0.2 0.3
H 1.2927 -0.8508 2.8014 0.0 0.0 -0.8
H -4.6091 -0.0432 3.3215 -0.1 -0.4 -0.6
H -5.9241 1.8731 3.9191 0.2 0.1 0.4
H -4.8852 3.6945 5.2858 -0.3 0.8 0.1
H -2.3844 3.6821 5.5973 0.3 0.8 0.6
H -1.0767 1.7454 4.9264 -0.1 0.1 -0.1
C 4.0251 4.7281 -3.1063 -0.9 -0.1 -0.8
C 4.6879 3.8375 -2.2640 0.3 0.6 0.2
C 4.2335 2.5326 -2.0946 -0.5 -0.5 -0.4
C 3.1274 2.0462 -2.8278 -0.1 1.0 0.5
C 2.5086 2.9468 -3.7137 -0.5 -0.9 -0.1
C 2.8990 4.2571 -3.8422 1.8 0.2 1.0
Ge 2.2649 0.2915 -2.4833 2.7 -0.4 -0.7
C 2.5877 -0.7136 -4.1899 -0.3 0.0 0.2
C 3.2283 -0.1522 -5.2999 -0.2 0.2 0.0
C 3.3254 -0.8498 -6.5041 -0.6 -0.7 0.0
C 2.8081 -2.1592 -6.5804 -0.2 0.5 0.5
C 2.1755 -2.7453 -5.4651 0.9 0.4 -0.6
C 2.1038 -2.0184 -4.2775 0.0 -0.1 -0.6
C 3.5906 -0.5393 -1.2111 -0.6 0.1 -0.3
C 3.6181 -0.1006 0.1087 -0.4 0.7 0.3
C 4.3822 -0.7279 1.0828 0.6 -0.3 0.1
C 5.1852 -1.8181 0.7219 -0.4 -0.3 -0.4
C 5.1921 -2.2341 -0.6209 -0.2 0.3 0.1
C 4.4293 -1.5895 -1.5956 -0.4 0.4 1.2
H 4.3286 5.7839 -3.2570 0.0 -0.9 0.3
H 5.5545 4.1812 -1.6820 -0.4 -0.2 -0.3
H 4.7616 1.8635 -1.4169 -0.1 0.2 -0.1
H 1.6939 2.5642 -4.3402 0.1 0.3 0.3
H 2.3912 4.9033 -4.5117 -0.4 0.5 -0.5
H 3.6342 0.8519 -5.2014 -0.1 -0.1 -0.2
H 3.6693 -0.3721 -7.4285 0.2 -0.2 0.6
H 2.8709 -2.6872 -7.5271 -0.1 0.0 0.1
H 1.8060 -3.7670 -5.5409 0.0 0.3 0.1
H 1.6802 -2.4797 -3.4058 -0.4 -0.2 0.3
H 3.0436 0.8050 0.3756 0.1 -0.7 0.0
H 4.3576 -0.3743 2.1174 0.0 -0.1 -0.4
H 5.7485 -2.3965 1.4680 -0.3 0.4 -0.3
H 5.7332 -3.1005 -0.9582 0.4 -0.2 0.2
H 4.4536 -1.9060 -2.6142 0.0 -0.3 -0.5
```
Positions in Å, forces in eV/Å.